1.
Formula: C44H103Cl8N6O18P3
Source: the Open Molecules 2025 dataset
Level of theory: ωB97M-V/def2-TZVPD

Computed properties:
- M (g/mol) = 1380.9
- gap between HOMO and LUMO (eV) = 8.810

Last column: Mulliken charge in e.
Cartesian coordinates (Å):
Cl 0.3303 3.7604 -6.4275  -0.212
Cl -0.3286 1.7769 6.3562  -0.209
Cl 2.9150 1.2844 5.7204  -0.208
Cl 3.8273 2.4327 1.1945  0.065
Cl 1.5768 0.9224 -3.4080  0.002
Cl 5.7781 -1.4696 1.5524  -0.184
Cl 6.3263 1.0226 4.0173  -0.205
Cl 4.9983 4.8620 -0.6332  -0.207
P -0.3816 -0.2986 0.6905  -0.037
P -7.8135 2.8075 -2.8163  0.858
P 7.8713 -0.0808 -2.0108  0.460
O 7.7053 1.1526 -1.2250  -0.651
O 7.9240 -0.0134 -3.6279  -0.335
O -7.3878 2.3458 -1.3588  -0.334
O 4.9462 -3.6317 5.0152  -0.566
O -7.9173 1.6869 -3.7840  -0.772
O -6.7417 3.9176 -3.2169  -0.063
O -9.1755 3.6409 -2.5845  -0.313
O -5.1959 -1.1005 4.2931  -0.630
O -2.9471 -2.7806 -3.3172  -0.648
O 0.3106 -1.1958 -0.4655  1.627
O -1.6412 0.3612 -0.0707  0.974
O 6.5836 -1.0451 -1.7596  0.463
O 9.1672 -0.9501 -1.6636  -0.327
O -1.0975 -1.4127 1.5661  -0.878
O -3.9568 0.3219 1.0548  -0.057
O 1.7589 -4.1569 -2.1537  -0.729
O 1.4235 4.8741 3.1696  -0.617
O 0.4850 0.6341 1.4123  -0.804
N -2.5728 -3.1704 -1.1717  0.398
N 3.0322 -3.8894 3.8564  0.319
N 0.6189 4.3887 1.1175  0.249
N -4.4480 -3.1593 4.9371  0.245
N -4.0203 1.0133 3.2218  1.169
N 0.6785 -3.5286 -4.0742  0.384
C -1.4210 1.3726 -1.0333  1.073
C 5.3245 2.3349 0.2291  -0.094
C 0.3925 2.8395 -4.9054  -0.099
C -11.4823 3.1505 -2.5653  -1.200
C 4.7468 -0.8531 2.8650  1.396
C -4.9292 1.0586 4.3744  -1.127
C 6.6925 0.6349 -5.5767  -1.207
C 3.6742 -4.1459 2.5738  -0.980
C 1.5901 -4.0561 3.8631  -0.637
C 5.1502 -2.8944 -2.4198  -1.063
C 1.7058 2.1377 -4.6929  -0.745
C -1.7059 -3.7730 -0.1728  -0.505
C -1.4041 -0.8300 3.9338  -0.978
C -6.7829 4.6050 -4.4685  -0.317
C -0.7221 4.1667 1.6143  -0.882
C 3.7398 -3.7689 5.0123  0.121
C 0.7415 -4.7904 -4.7896  -1.058
C -4.5370 -1.8136 5.0249  0.077
C 9.2362 -1.6869 -0.4245  0.515
C -10.1839 3.0890 -1.7395  -0.192
C 5.2493 3.1521 -1.0490  -0.059
C -2.0308 -0.8883 2.5573  2.600
C -3.6827 -2.3819 -0.6865  -1.086
C -3.2894 2.2227 2.9799  -0.627
C 5.6938 -0.6414 4.0753  -0.567
C 0.6071 2.5903 5.1097  0.151
C 1.1036 -3.3549 -2.7889  0.146
C 9.7281 -3.1192 -0.7227  -1.221
C 1.6113 4.7798 1.9736  -0.213
C 7.4276 1.1140 -4.3373  0.163
C -3.7354 -3.9227 5.9542  -1.080
C 1.6301 1.6807 4.5426  1.068
C -6.0672 1.8778 -1.0604  -0.442
C -5.2177 3.0570 -0.5688  -0.340
C 0.1015 -2.3821 -4.7744  -0.774
C -4.3431 0.1879 2.1983  -1.373
C -5.2855 -3.9222 3.9945  -1.023
C -2.3503 -3.4429 -2.4784  -0.028
C 2.7988 -0.9236 -0.2035  1.524
C -2.3885 1.1341 -2.1943  -1.048
C 6.5503 -2.3562 -2.2876  -0.018
C -5.6047 5.5338 -4.6057  -1.145
C 1.5815 -1.8587 -0.1955  0.835
C 0.9868 4.0022 -0.2215  -0.597
H -6.0533 -4.4703 4.5410  0.363
H 10.7637 -3.0974 -1.0648  0.335
H -2.7186 2.3777 3.9008  0.259
H -5.6856 3.6975 0.1739  0.333
H 2.0081 4.2559 -0.5035  0.207
H 9.7704 -3.8156 0.1198  0.373
H -11.4524 2.5257 -3.4548  0.293
H -3.2750 -1.4003 -0.4430  0.299
H 9.1011 -3.6775 -1.4166  0.282
H -12.3796 2.8196 -2.0374  0.393
H -5.7179 1.2431 -1.8785  0.455
H 1.4614 -2.4599 0.7081  -0.649
H 4.0992 -1.6654 3.2011  -0.807
H 0.5398 -2.0476 -5.7127  0.335
H 4.7613 -4.0286 2.5698  0.302
H -3.8688 3.1401 2.8212  0.390
H -5.6699 6.1490 -5.4984  0.398
H -0.0684 3.0455 4.3825  -0.292
H -5.0818 -0.5690 2.5155  0.773
H 5.5581 1.3020 -0.0351  -0.417
H -4.6176 -4.6127 3.4836  0.372
H -1.7954 -0.0948 4.6347  0.034
H 5.1447 -0.7716 5.0051  0.301
H 0.8301 -2.3713 -2.3795  0.055
H -4.2607 2.6813 -0.2109  -0.206
H -1.3467 -1.8243 4.3832  0.092
H -9.9504 2.0436 -1.5168  0.312
H -10.3329 3.5084 -0.7440  0.332
H -5.4801 0.1279 4.4751  0.399
H 4.4184 2.8340 -1.6810  0.063
H -2.2158 0.0864 -2.4655  0.168
H -3.9721 -4.9853 6.0058  0.376
H 5.6798 0.3159 -5.3170  0.209
H 1.1864 -4.6239 -5.7712  0.341
H -11.6105 4.2123 -2.7781  0.279
H -2.6865 -3.9411 5.6377  0.336
H 7.1052 -3.0237 -1.6168  -0.077
H 4.9411 -3.9477 -2.6313  0.481
H -1.5857 -4.2238 -2.5720  0.494
H 4.1161 -0.0653 2.4661  -0.553
H -7.7133 5.1835 -4.4618  0.275
H 3.7426 -5.2259 2.4029  0.389
H -0.8706 4.7295 2.5322  0.512
H 0.9363 2.9161 -0.3572  0.110
H 0.1138 3.4710 -4.0622  0.125
H 1.2041 -3.5274 2.9933  -0.079
H 1.6312 -2.5766 -1.0135  -0.959
H -4.4101 1.3168 5.2959  0.245
H 3.7434 -1.4264 -0.0147  -0.624
H -2.2356 1.8101 -3.0312  0.336
H 6.1220 3.0721 -1.6934  0.219
H -4.4603 -2.2587 -1.4368  0.415
H -0.3641 -0.5155 3.8274  -0.239
H 1.1489 -3.6455 4.7746  0.354
H -4.7183 4.9021 -4.7072  0.246
H -2.3601 -4.4379 0.4086  0.448
H 4.6239 -2.8437 -1.4594  -0.117
H 2.0912 1.7071 -5.6136  0.396
H -3.7644 -3.5775 6.9869  0.405
H 8.1956 -1.7751 -0.1037  -0.437
H -3.4184 1.1037 -1.8383  -0.240
H 4.5198 -2.4118 -3.1708  0.318
H 6.5374 -1.3192 4.0597  0.473
H 2.4326 2.8631 -4.3282  0.298
H -5.6658 1.8530 4.2154  0.300
H -3.9739 -1.4339 5.8914  0.318
H 9.7686 -1.1509 0.3549  0.424
H 6.1818 2.6147 0.8377  0.385
H 1.2415 0.7871 4.0618  -0.595
H -0.8724 -4.3284 -0.5942  0.367
H -5.1704 3.5712 -1.5302  0.330
H -0.8506 3.1139 1.8847  -0.116
H -4.1658 -2.8206 0.1884  0.315
H 7.2486 -0.1427 -6.0900  0.309
H -5.7662 -3.1687 3.3754  0.286
H -6.8379 3.8522 -5.2591  0.389
H -1.3506 -3.0564 0.5685  -0.269
H -2.9350 -1.4902 2.5225  0.712
H 1.2996 -5.5723 -4.2823  0.329
H 6.4509 1.5116 -6.1831  0.427
H 3.2948 -3.5017 1.7868  0.205
H -1.5576 4.3271 0.9313  0.439
H 2.5581 4.8377 1.4244  0.578
H -2.2544 0.1426 2.2780  -2.052
H 6.8306 1.7977 -3.7252  -0.054
H 0.3208 4.4329 -0.9753  0.361
H -0.2729 -5.1655 -4.9501  0.316
H 7.1415 -2.6008 -3.1772  0.476
H 1.2251 -5.0876 3.8980  0.307
H 0.0519 -1.5570 -4.0643  0.013
H -0.4272 2.1202 -4.9454  0.191
H -1.6666 2.3811 -0.6811  -0.494
H 1.0546 3.4979 5.5198  0.503
H -0.3865 1.3950 -1.3828  -0.225
H -2.6044 2.1744 2.1374  -0.385
H -5.5317 6.0908 -3.6720  0.294
H -6.2166 1.1757 -0.2329  0.117
H 2.0790 2.1946 3.6868  -0.314
H 8.2977 1.7390 -4.5676  0.328
H 2.6137 -0.0363 0.4028  -0.606
H 3.0667 -3.8319 5.8800  0.359
H -0.9512 -2.6270 -4.9453  0.360
H 2.8139 -0.4586 -1.1931  -0.100

---

2.
Formula: CH4N2S2
Source: the Open Molecules 2025 dataset
Level of theory: ωB97M-V/def2-TZVPD

Computed properties:
- M (g/mol) = 108.2
- structure (SMILES) = C#[N+][S-].NS
- ΔE to the lowest compared entry with this formula, charge and spin (eV) = 3.036
- gap between HOMO and LUMO (eV) = 8.657

Last column: Mulliken charge in e.
Cartesian coordinates (Å):
S -2.5669 -0.5335 -0.3937  -0.180
S 2.2630 -1.2539 -0.0893  -0.166
N 2.1885 0.3076 -0.1034  -0.050
N -1.0194 -0.7149 0.1964  -0.402
C 1.8627 1.4121 -0.4078  -0.079
H -0.2565 -0.5198 -0.4579  0.193
H -0.8848 -1.5226 0.7537  0.249
H 1.4111 2.2387 0.0527  0.319
H -2.9976 0.5863 0.4494  0.118

---

3.
Formula: C4H9N2S
Source: the Open Molecules 2025 dataset
Level of theory: ωB97M-V/def2-TZVPD

Computed properties:
- M (g/mol) = 117.2
- ΔE to the lowest compared entry with this formula, charge and spin (eV) = 3.537
- gap between HOMO and LUMO (eV) = 8.940
- charge = +1

Last column: Mulliken charge in e.
Cartesian coordinates (Å):
S 0.8916 1.0578 -0.4121  -0.405
N -0.6542 2.7218 0.9353  -0.014
N -0.7130 -1.3868 -0.3246  -0.243
C -0.0404 -2.4464 -0.5825  0.139
C 1.3046 -2.4005 -1.0164  -0.963
C -0.4054 1.5333 0.6365  -0.121
C -0.6265 3.9950 1.1740  -0.150
H -0.4077 -3.4602 -0.3695  0.423
H -1.3841 4.5689 0.5135  0.258
H -1.6299 -1.4575 0.0430  0.213
H 1.1279 -2.7525 -2.0721  0.274
H 1.7692 -1.4230 -0.7829  0.378
H -0.0579 4.4163 2.0360  0.286
H 1.8289 -3.3685 -0.5088  0.313
H -1.0801 0.8589 1.0294  0.379
H 0.0770 -0.4566 -0.2988  0.234

---

4.
Formula: H2N2O3
Source: the Open Molecules 2025 dataset
Level of theory: ωB97M-V/def2-TZVPD

Computed properties:
- M (g/mol) = 78.0
- structure (SMILES) = NO[N+](=O)[O-]
- ΔE to the lowest compared entry with this formula, charge and spin (eV) = 1.096
- gap between HOMO and LUMO (eV) = 10.221

Last column: Mulliken charge in e.
Cartesian coordinates (Å):
O 0.8891 1.0741 -0.0391  -0.498
O 2.0902 -0.7939 -0.0194  -0.473
O -0.2468 -0.9675 -0.0825  -0.308
N -1.3378 -0.1295 -0.0556  -0.377
N 1.1811 -0.0918 0.0190  1.068
H -1.3078 0.2715 0.9605  0.293
H -1.2679 0.6370 -0.7830  0.295

---

5.
Formula: C22H28ClN6PTeW
Source: the Open Molecules 2025 dataset
Level of theory: ωB97M-V/def2-TZVPD

Computed properties:
- M (g/mol) = 754.4
- ΔE to the lowest compared entry with this formula, charge and spin (eV) = 0.075
- gap between HOMO and LUMO (alpha / beta) (eV) = 6.257 / 6.335
- charge = +2

Last column: Mulliken charge in e.
Cartesian coordinates (Å):
W -0.2312 -0.0703 -1.2208  0.582
Te 1.5387 -1.9402 -1.0945  0.230
Cl 0.3502 0.9153 -3.4127  -0.099
P -3.2361 0.2210 0.8976  -0.317
N -1.7919 1.5680 -1.0878  0.179
N -1.8535 -1.4492 -0.9047  0.099
N -1.3192 0.3187 2.9666  0.150
N -3.6408 2.6150 -0.5174  0.130
N -3.7495 -2.3029 -0.2116  0.127
N -0.4351 0.1106 0.9756  0.150
C 5.6697 -1.0647 -0.0713  -1.029
C -2.0000 -2.6930 -1.4654  -0.542
C -2.8817 1.5139 -0.3263  0.016
C 2.2881 1.4360 -0.7909  -1.046
C 4.6121 1.0646 -0.1206  -0.996
C -5.0169 -2.4846 0.5040  -0.801
C 3.4080 0.4779 -0.4909  1.433
C -2.3011 0.4739 4.0452  -0.788
C 7.0518 0.9725 0.4814  -1.444
C -1.5768 0.2328 1.6497  0.045
C 5.7602 0.3097 0.0924  0.338
C 0.5826 0.1157 1.9005  -0.388
C -1.0273 -0.2470 -3.1989  -0.525
C 3.3378 -0.9098 -0.6395  -0.027
C 4.4773 -3.1966 -0.5804  -1.838
C 0.0405 0.2516 3.1379  -0.679
C -3.0098 3.3982 -1.4410  -0.562
C 4.4821 -1.6959 -0.4274  0.867
C -1.8626 2.7474 -1.7851  -0.584
C -2.9320 -1.2325 -0.1503  0.083
C -4.9117 2.9338 0.1401  -0.815
C -3.1760 -3.2277 -1.0400  -0.614
H -4.8381 -2.5931 1.5712  0.324
H -1.2601 -3.1136 -2.1242  0.495
H -5.6764 -1.6402 0.3216  0.337
H 3.7610 -3.6728 0.0917  0.376
H 6.5528 -1.6727 0.0888  0.314
H 4.2205 -3.4924 -1.5998  0.396
H -0.8252 -1.1206 -3.8066  0.542
H 2.3914 2.3583 -0.2190  0.355
H 6.9186 1.5993 1.3638  0.359
H -3.0571 -0.3041 3.9795  0.330
H 5.4604 -3.6054 -0.3570  0.366
H -3.6445 -4.1732 -1.2530  0.458
H 7.4124 1.6148 -0.3237  0.336
H -2.7702 1.4534 3.9925  0.323
H -4.7651 3.0559 1.2105  0.326
H 1.2869 1.0908 -0.4403  0.161
H -1.9478 0.2653 -3.4561  0.441
H 2.2485 1.7014 -1.8431  0.402
H -3.4186 4.3401 -1.7657  0.451
H -5.2843 3.8656 -0.2726  0.330
H 0.4977 0.3014 4.1112  0.446
H -1.1010 3.0537 -2.4797  0.550
H -5.6411 2.1500 -0.0474  0.333
H 1.6192 0.0011 1.6231  0.440
H 7.8251 0.2388 0.6985  0.371
H 4.6617 2.1423 -0.0019  0.456
H -5.4909 -3.3866 0.1307  0.323
H -1.7816 0.3807 4.9936  0.324

---

6.
Formula: C5H12O2
Source: the Open Molecules 2025 dataset
Level of theory: ωB97M-V/def2-TZVPD

Computed properties:
- M (g/mol) = 104.1
- ΔE to the lowest compared entry with this formula, charge and spin (eV) = 10.088
- gap between HOMO and LUMO (eV) = 8.459

Last column: Mulliken charge in e.
Cartesian coordinates (Å):
O -0.2842 -1.5589 -2.2377  -0.916
O 1.6958 -1.4062 -0.8710  -0.592
C 1.0900 -0.3245 -0.4990  -0.165
C -1.0931 0.7397 0.0264  -0.485
C -0.1306 1.0876 2.5771  -1.105
C -0.1333 -0.4024 0.1920  -0.030
C -1.0548 1.8539 1.1222  -0.430
H 0.7677 1.6575 2.3857  0.325
H -2.0469 0.2836 -0.2358  0.393
H -0.7146 1.3331 -0.8058  0.242
H 1.0301 0.4296 -1.2909  0.286
H -1.1260 1.8649 2.3728  0.160
H -0.1189 2.3382 0.8834  0.341
H -0.4487 1.1070 3.6191  0.239
H 0.9103 -1.7129 -1.5924  0.472
H -0.2677 -2.2625 -2.8947  0.219
H -1.8407 2.6020 0.9945  0.426
H 1.0152 0.2546 0.6227  0.246
H -0.2687 -1.1983 0.9096  0.374

---

7.
Formula: CH2INO4
Source: the Open Molecules 2025 dataset
Level of theory: ωB97M-V/def2-TZVPD

Computed properties:
- M (g/mol) = 218.9
- structure (SMILES) = O=CO[N+](=O)[O-].I
- ΔE to the lowest compared entry with this formula, charge and spin (eV) = 0.146
- gap between HOMO and LUMO (eV) = 9.737

Last column: Mulliken charge in e.
Cartesian coordinates (Å):
I 3.0174 0.2531 -0.4478  -0.093
O -1.5609 2.7750 -0.6897  -0.455
O -0.5949 -0.9260 0.1196  -0.432
O -2.1789 0.5433 -0.7365  -0.340
O -1.3216 1.6263 1.0815  -0.412
N -1.5667 1.8441 -0.0334  1.100
C -1.6403 -0.6431 -0.4279  0.174
H -2.2165 -1.4551 -0.8408  0.373
H 3.4618 1.5193 -1.2689  0.085

---

8.
Formula: C29H54N3OP2Pb
Source: the Open Molecules 2025 dataset
Level of theory: ωB97M-V/def2-TZVPD

Computed properties:
- M (g/mol) = 729.9
- ΔE to the lowest compared entry with this formula, charge and spin (eV) = 0.000
- gap between HOMO and LUMO (alpha / beta) (eV) = 4.841 / 6.583
- charge = +3

Last column: Mulliken charge in e.
Cartesian coordinates (Å):
Pb 0.5858 0.0074 1.5018  1.421
P 1.9473 -2.2446 0.6667  0.059
P -1.2333 2.4061 0.2529  -0.467
O -2.0906 0.0314 4.5340  -0.149
N 1.4770 0.2591 -0.8486  1.124
N -1.1840 -0.4289 -0.1338  0.077
N 2.6744 1.5089 2.3947  -0.722
C -1.9811 -0.5373 -0.9899  -0.541
C -2.6298 2.7795 -1.1006  1.922
C 0.1076 3.7774 2.3915  -1.573
C 0.9709 -3.8375 1.0588  2.347
C 1.8960 -4.9900 1.4506  -1.882
C 2.6617 -0.2952 -2.8616  -0.847
C 3.7846 -2.1854 1.1248  1.783
C 0.0416 2.2901 -0.9276  -0.325
C 0.1418 -4.2526 -0.1649  -1.923
C -3.5714 -0.7552 -2.9657  -1.851
C -4.2767 -1.5545 -0.7216  -1.618
C -0.9858 4.0307 1.3471  1.953
C 2.0859 -0.6406 -1.6432  -0.264
C 4.4189 -0.9073 0.5536  -1.509
C -2.2204 2.1904 -2.4549  -1.772
C -3.0909 -1.3773 -1.6651  2.324
C 3.9024 -2.1786 2.6628  -1.462
C 4.5329 -3.3947 0.5403  -1.532
C 1.8597 1.9335 -2.5076  -1.296
C -2.9208 4.2568 -1.3710  -1.865
C -1.2553 0.0000 3.7592  0.199
C -3.8591 2.0800 -0.5094  -1.520
C -2.3289 4.2501 2.0688  -1.529
C 0.0118 -3.5420 2.2343  -1.630
C 2.6114 1.0414 -3.2561  -0.961
C -0.5674 5.2783 0.5615  -1.692
C -2.6000 -2.7876 -1.9702  -1.866
C 2.0604 -2.0957 -1.1616  -1.040
C 1.1278 1.4859 -1.3637  0.075
H -3.1563 4.4817 1.3857  0.280
H 5.6122 -3.2141 0.6619  0.498
H -2.7495 -0.6494 -3.6774  0.443
H -1.4252 2.7730 -2.9327  0.461
H -3.7433 4.3170 -2.1033  0.512
H -0.4876 6.1074 1.2843  0.538
H 4.9699 -2.1145 2.9301  0.482
H 1.7698 2.9806 -2.7798  0.655
H 0.7770 -4.5710 -1.0021  0.413
H -3.6609 1.0174 -0.3291  0.037
H 3.1320 -1.0628 -3.4667  0.610
H 3.3909 -1.3166 3.1239  0.226
H -4.3265 -1.4060 -3.4223  0.541
H 2.5492 -5.2860 0.6228  0.429
H -1.6717 -2.7952 -2.5479  0.378
H 2.4975 -4.7644 2.3400  0.319
H 2.9327 2.1496 1.6412  0.289
H 1.1794 -2.5837 -1.6085  0.646
H -0.0756 2.8812 2.9986  0.205
H 3.5200 0.9992 2.6633  0.271
H 5.4296 -0.8054 0.9740  0.616
H -3.0746 2.2257 -3.1434  0.625
H -2.0619 4.7595 -1.8340  0.425
H 1.2659 -5.8573 1.6962  0.541
H -1.8826 1.1544 -2.3722  0.136
H -0.5206 -3.4416 -0.4998  -0.129
H -0.7225 -2.7564 1.9887  0.207
H 0.5536 -3.2454 3.1459  0.336
H -4.7240 2.1571 -1.1848  0.550
H 4.2987 -4.3301 1.0620  0.397
H 0.1311 4.6351 3.0813  0.555
H 2.4190 2.0896 3.2046  0.281
H 0.4155 5.1498 0.0903  0.354
H -0.5533 -4.4604 2.4631  0.575
H 4.3420 -3.5318 -0.5317  0.242
H 3.8614 0.0005 0.8081  0.018
H -5.0155 -2.1965 -1.2207  0.459
H -2.2269 5.0981 2.7614  0.515
H 3.1457 1.3746 -4.1381  0.478
H -4.0379 0.2178 -2.7996  0.248
H -2.6071 3.3632 2.6564  0.360
H -3.2412 4.8219 -0.4907  0.406
H 2.9313 -2.6245 -1.5762  0.516
H -3.3759 -3.3044 -2.5560  0.565
H 3.4999 -3.0961 3.1196  0.264
H -3.9551 -2.0261 0.2131  0.355
H 0.0742 3.2790 -1.4330  0.682
H -4.1561 2.5270 0.4498  0.337
H -4.7594 -0.6115 -0.4633  0.466
H -0.4937 -5.1088 0.1093  0.653
H -2.4338 -3.3491 -1.0444  0.414
H -1.2847 5.5968 -0.2004  0.280
H 4.5198 -0.9591 -0.5348  0.289
H 1.1008 3.7093 1.9311  0.306